This record from the Open Molecules 2025 dataset describes a 2-piece molecular cluster, C4H12 overall. The level of theory is ωB97M-V/def2-TZVPD.

- SMILES = CC.CC
- highest occupied orbital energy (eV) = -11.336

Structure (ORCA input):
```
! wB97M-V def2-TZVPD RIJCOSX def2/J DEFGRID3
* xyz 0 1
C -1.293 1.652 -1.417
C -1.829 1.004 -0.126
H -0.218 1.524 -1.465
H -1.771 1.206 -2.285
H -1.641 2.679 -1.542
H -1.120 0.247 0.197
H -1.833 1.762 0.660
H -2.821 0.584 -0.171
C 1.384 -1.245 0.088
C 1.810 -1.446 1.520
H 0.693 -1.951 -0.367
H 0.677 -0.452 -0.182
H 2.211 -1.142 -0.609
H 0.970 -1.491 2.214
H 2.378 -2.358 1.686
H 2.403 -0.574 1.797
*
```



This record from the Open Molecules 2025 dataset describes a 2-piece molecular cluster, C7H15N3 overall. The level of theory is ωB97M-V/def2-TZVPD.

- highest occupied orbital energy (eV) = -16.787

Structure (ORCA input):
```
! wB97M-V def2-TZVPD RIJCOSX def2/J DEFGRID3
* xyz 2 1
C 0.238 -4.318 -0.776
C 1.516 -4.180 -0.043
C 0.610 -2.054 -0.250
C -0.883 0.412 1.779
C 0.388 1.451 -1.621
C -0.837 0.731 0.475
C -0.286 1.920 -0.333
N -0.236 -3.035 -0.836
N 1.534 -2.826 0.252
N 0.671 2.654 0.553
H -0.388 -5.177 -0.906
H 2.116 -4.825 0.610
H 0.320 -0.823 -0.365
H -0.166 0.676 2.423
H -1.358 -0.515 2.040
H 1.248 0.746 -1.479
H -0.316 0.856 -2.121
H 0.569 2.215 -2.291
H -1.641 0.303 -0.069
H -1.031 2.703 -0.749
H -1.056 -2.916 -1.466
H 2.289 -2.506 0.694
H 1.227 1.890 0.977
H 0.057 2.961 1.314
H 1.149 3.438 0.128
*
```



This record from the Open Molecules 2025 dataset describes an isolated ion of composition C2H3N4 and charge +1. The level of theory is ωB97M-V/def2-TZVPD.

- highest occupied orbital energy (eV) = -15.664

Structure (ORCA input):
```
! wB97M-V def2-TZVPD RIJCOSX def2/J DEFGRID3
* xyz 1 1
C -2.566 -1.002 0.805
C 0.714 0.451 0.400
N -0.137 0.471 -0.435
N -2.202 -0.865 -0.260
N -0.956 -0.523 -0.925
N 1.879 0.422 0.741
H -1.320 -0.046 -1.822
H 2.478 -0.049 0.052
H 2.110 1.140 1.444
*
```



This record from the Open Molecules 2025 dataset describes a 10-piece molecular cluster, C9H35N2O12 overall. The level of theory is ωB97M-V/def2-TZVPD.

- highest occupied orbital energy (eV) = -6.168

Structure (ORCA input):
```
! wB97M-V def2-TZVPD RIJCOSX def2/J DEFGRID3
* xyz -1 1
N -2.292 -1.422 -0.173
O -1.710 -2.237 -0.918
O -3.406 -1.725 0.320
O -1.648 -0.412 0.229
C 2.771 3.312 0.904
C 1.876 2.858 -0.255
C 2.607 3.045 -1.589
C 3.678 2.029 -1.987
C 3.197 0.604 -1.749
C 2.562 0.411 -0.343
N 1.505 1.426 -0.205
O 0.604 1.181 0.846
C 1.937 -0.998 -0.335
C 3.656 0.400 0.750
C 0.559 3.654 -0.256
H 2.624 4.378 1.103
H 3.826 3.175 0.691
H 2.390 2.818 1.800
H 1.924 3.257 -2.415
H 3.166 3.987 -1.480
H 4.587 2.234 -1.420
H 3.898 2.122 -3.052
H 4.034 -0.100 -1.819
H 2.435 0.207 -2.422
H 1.279 -1.125 -1.196
H 2.699 -1.772 -0.343
H 1.323 -1.105 0.560
H 4.408 1.162 0.563
H 3.227 0.545 1.748
H 4.091 -0.593 0.876
H 0.554 4.683 -0.619
H 0.226 3.647 0.783
H -0.211 3.163 -0.856
H -0.067 0.579 0.477
O -0.109 -3.975 0.807
H -0.148 -3.528 -0.047
H -0.622 -3.401 1.397
O -4.977 -0.640 2.600
H -4.387 0.133 2.560
H -4.821 -1.090 1.762
O -0.550 0.495 -2.315
H -0.802 -0.040 -1.542
H 0.113 1.104 -1.957
O -1.849 -2.471 2.902
H -2.312 -2.773 3.689
H -2.367 -1.707 2.597
O -4.770 -4.032 -0.203
H -4.245 -3.504 0.420
H -5.440 -4.462 0.337
O -2.577 0.533 2.854
H -1.785 0.615 3.396
H -2.263 0.642 1.941
O -6.365 -1.449 -0.316
H -6.397 -1.658 -1.254
H -5.460 -1.690 -0.061
O 0.139 -3.837 -2.555
H 0.224 -3.183 -3.255
H -0.543 -3.469 -1.976
*
```



This record from the Open Molecules 2025 dataset describes C3H9N3OS in the gas phase. The level of theory is ωB97M-V/def2-TZVPD.

- highest occupied orbital energy (eV) = -8.386

Structure (ORCA input):
```
! wB97M-V def2-TZVPD RIJCOSX def2/J DEFGRID3
* xyz 0 1
C -0.074 1.048 -0.288
C -1.022 1.222 0.879
C -0.429 -0.340 -0.918
N 1.733 -1.192 0.286
N -1.015 0.399 2.056
N -0.752 -0.754 1.765
O 0.961 -2.481 -1.613
S 0.394 -1.813 -0.197
H -0.138 1.859 -0.932
H 0.916 0.908 0.208
H -0.869 2.236 1.400
H -2.070 1.196 0.543
H -1.617 -0.448 -0.904
H -0.104 -0.197 -2.011
H 1.829 -1.136 1.248
H -0.786 -1.444 2.533
H 1.942 -2.472 -1.566
*
```



This record from the Open Molecules 2025 dataset describes C6H6Br3N3 as an isolated structure. The level of theory is ωB97M-V/def2-TZVPD.

- highest occupied orbital energy (spin up / spin down) (eV) = -7.702 / -9.056

Structure (ORCA input):
```
! wB97M-V def2-TZVPD RIJCOSX def2/J DEFGRID3
* xyz 0 1
C 1.568 0.754 -1.215
C 2.233 -0.418 -1.408
C 0.671 0.923 -0.142
C 1.941 -1.449 -0.467
C 0.527 -0.104 0.769
C -2.532 -0.690 -0.261
N 1.144 -1.308 0.554
N -0.903 1.031 2.215
N -0.331 -0.126 1.800
Br -3.951 -1.705 0.445
Br -2.910 1.308 -0.358
Br -1.770 -1.549 -1.873
H 1.522 1.576 -1.910
H 2.839 -0.407 -2.347
H 0.335 1.916 0.150
H 2.554 -2.319 -0.452
H -1.376 1.615 1.475
H -1.561 0.953 3.023
*
```



This record from the Open Molecules 2025 dataset describes C19H41F2GaNO3Si as an isolated structure. The level of theory is ωB97M-V/def2-TZVPD.

- highest occupied orbital energy (eV) = -4.125

Structure (ORCA input):
```
! wB97M-V def2-TZVPD RIJCOSX def2/J DEFGRID3
* xyz -1 1
C 4.431 -1.368 2.116
N 3.978 -0.867 0.832
C 4.487 0.499 0.557
Ga 3.432 1.934 1.541
C 1.683 2.371 0.486
F 1.668 1.629 -0.711
F 1.530 3.690 0.105
C 0.443 1.940 1.247
C -0.876 2.581 0.793
Si -2.338 1.700 1.592
C -3.911 2.640 1.157
C -2.114 1.674 3.456
C -2.439 -0.038 0.849
C -3.452 -0.335 -0.080
C -3.532 -1.593 -0.681
C -2.620 -2.594 -0.380
C -1.621 -2.329 0.560
C -1.547 -1.071 1.158
H 3.820 -0.984 2.927
H 5.487 -1.127 2.312
H 4.338 -2.455 2.141
H 4.350 -1.504 0.140
H 5.536 0.565 0.891
H 4.474 0.650 -0.521
H 4.267 3.279 1.856
H 2.982 1.315 2.976
H 0.423 0.855 1.187
H 0.623 2.197 2.289
H -0.912 3.640 1.033
H -0.988 2.426 -0.283
H -4.815 2.188 1.566
H -4.011 2.615 0.074
H -3.851 3.663 1.504
H -2.873 1.097 3.978
H -2.211 2.705 3.802
H -1.120 1.349 3.752
H -4.188 0.407 -0.347
H -4.315 -1.769 -1.405
H -2.655 -3.565 -0.849
H -0.900 -3.086 0.825
H -0.754 -0.888 1.870
C 1.220 -3.297 -2.364
C 2.052 -2.751 -1.217
O 3.422 -3.170 -1.314
H 1.237 -4.386 -2.381
H 0.185 -2.959 -2.289
H 1.620 -2.950 -3.321
H 1.671 -3.116 -0.266
H 2.023 -1.660 -1.192
H 3.771 -2.806 -2.134
C 5.345 -6.545 -3.564
C 4.146 -6.163 -4.414
O 3.126 -5.545 -3.642
H 5.041 -7.217 -2.762
H 6.113 -7.037 -4.164
H 5.786 -5.660 -3.099
H 3.699 -7.050 -4.862
H 4.453 -5.492 -5.225
H 3.489 -4.750 -3.237
C -6.917 7.018 -0.048
C -6.573 6.042 1.063
O -5.214 5.626 1.004
H -6.720 6.568 -1.021
H -7.968 7.310 -0.003
H -6.306 7.920 0.028
H -7.172 5.137 0.975
H -6.778 6.491 2.041
H -4.660 6.408 1.094
*
```



This record from the Open Molecules 2025 dataset describes C24H43ClIrP2 as an isolated structure. The level of theory is ωB97M-V/def2-TZVPD.

- ⟨S²⟩ = 6.027
- highest occupied orbital energy (spin up / spin down) (eV) = -9.580 / -9.565

Structure (ORCA input):
```
! wB97M-V def2-TZVPD RIJCOSX def2/J DEFGRID3
* xyz 1 5
Ir 3.035 -1.936 -1.872
C 0.373 -0.437 -0.904
C 0.879 -0.151 -2.192
C 0.931 -2.484 -1.891
C 0.341 -1.842 -0.727
C 1.246 -1.401 -2.857
C -0.134 0.585 0.045
H 0.445 1.517 -0.021
H -0.044 0.230 1.089
H -1.192 0.826 -0.142
C -0.342 -2.569 0.356
H -0.129 -2.097 1.330
H -0.024 -3.617 0.385
H -1.434 -2.550 0.213
C 0.667 -3.878 -2.337
H -0.154 -3.886 -3.066
H 0.398 -4.498 -1.479
H 1.558 -4.299 -2.815
C 1.169 -1.621 -4.328
H 0.154 -1.957 -4.581
H 1.871 -2.403 -4.626
H 1.381 -0.695 -4.870
C 0.853 1.165 -2.856
H -0.183 1.431 -3.121
H 1.442 1.167 -3.782
H 1.232 1.959 -2.198
C 1.865 2.395 3.929
C 1.641 3.273 2.938
C 2.588 3.809 1.910
C 4.106 3.593 2.133
C 4.597 2.237 1.627
C 4.137 1.052 1.984
C 3.432 0.578 3.135
C 3.119 1.644 4.256
H 2.428 4.900 1.837
H 4.336 3.758 3.191
H 2.322 3.388 0.926
H 4.003 2.276 4.443
H 1.003 2.102 4.539
H 0.619 3.664 2.865
H 2.896 1.059 5.165
H 2.383 0.132 2.800
H 3.637 -3.392 -2.335
H 3.986 -0.258 3.591
H 4.651 4.368 1.563
H 5.399 2.322 0.889
P 3.831 -0.829 -0.200
P 4.786 -1.402 -2.874
C 4.127 0.821 -1.314
C 5.131 0.386 -2.359
H 4.419 1.653 -0.679
H 3.126 1.020 -1.732
H 5.071 0.968 -3.285
H 6.175 0.376 -2.017
C 6.290 -2.406 -2.551
H 5.980 -3.406 -2.220
H 6.943 -1.949 -1.799
H 6.831 -2.502 -3.502
C 4.675 -1.292 -4.683
H 5.274 -2.124 -5.076
H 5.072 -0.324 -5.027
H 3.631 -1.402 -5.002
C 3.076 -2.018 1.044
H 2.218 -1.535 1.531
H 3.819 -2.320 1.790
H 2.731 -2.895 0.464
C 5.574 -0.988 0.394
H 6.158 -0.085 0.157
H 6.098 -1.883 0.021
H 5.514 -1.039 1.491
Cl 0.796 -0.564 3.061
*
```